Record 1
Formula: C39H110O16
Source: OMol25
Level of theory: wB97M-V/def2-TZVPD

```
165
Properties=species:S:1:pos:R:3
O -17.90151 -7.43879 2.67361
H -18.60125 -8.05362 2.89400
H -18.29614 -6.57447 2.78957
O -15.87003 -7.66223 0.02419
H -16.16988 -7.79828 0.92297
H -14.91599 -7.62505 0.09251
O -21.39188 -9.32412 1.70665
H -21.23123 -8.58357 2.29148
H -20.73467 -9.23213 1.01684
C -23.43335 -1.15032 -2.52451
C -23.03201 -2.33424 -1.61312
C -21.73815 -2.78180 -2.14379
O -22.99773 -2.05109 -0.15872
H -23.71238 -1.50923 -3.51518
H -22.73113 -0.31699 -2.50109
H -24.32991 -0.77235 -2.03315
H -23.83114 -3.06765 -1.72086
H -21.13567 -3.24469 -1.36222
H -21.04884 -2.00195 -2.46747
H -21.93461 -3.57289 -2.86745
H -22.12859 -2.25853 0.19224
C -14.72427 -13.74917 -3.87019
C -14.45722 -12.22726 -3.98605
C -13.53585 -11.55641 -2.98490
O -13.82137 -12.04724 -5.20254
H -13.85547 -14.31332 -4.20935
H -15.64579 -14.06349 -4.36019
H -14.83387 -14.09278 -2.84159
H -15.35425 -11.60951 -3.94359
H -13.27762 -10.50898 -3.14080
H -12.58596 -12.09093 -2.99507
H -13.95649 -11.76530 -2.00127
H -14.46088 -11.76770 -5.86171
C -23.18008 -5.59878 0.31399
C -24.67306 -5.37993 -0.02223
C -25.11429 -6.20296 -1.26990
O -25.46844 -5.86877 1.07982
H -22.64327 -5.49984 -0.62948
H -22.96573 -6.52507 0.84705
H -22.76900 -4.79113 0.91963
H -24.97747 -4.33330 -0.02016
H -26.15553 -6.45387 -1.47228
H -24.46429 -7.07386 -1.18543
H -24.80148 -5.60859 -2.12837
H -24.88887 -5.96547 1.83900
C -14.04044 -10.43937 1.00397
C -12.51093 -10.74957 0.88225
C -12.41108 -12.30409 0.78178
O -11.96040 -10.17179 -0.32102
H -14.24656 -10.94991 1.94470
H -14.63248 -10.78286 0.15568
H -14.11732 -9.37125 1.20725
H -11.99762 -10.43234 1.78998
H -12.64438 -12.58316 1.80929
H -11.43871 -12.67519 0.45792
H -13.24760 -12.76276 0.25456
H -11.03978 -10.42380 -0.42370
C -20.61804 -1.91457 3.07465
C -19.79622 -2.11499 1.82203
C -18.26901 -2.23121 1.91189
O -20.42978 -3.17756 1.33815
H -21.65373 -2.25169 3.03208
H -20.68056 -0.89189 3.44655
H -20.17466 -2.49117 3.88646
H -19.98571 -1.30310 1.11987
H -17.77257 -2.05583 0.95749
H -17.87626 -3.16682 2.30999
H -17.91816 -1.46714 2.60557
H -20.01612 -3.89335 1.82615
C -18.92411 -2.58410 -4.47846
C -19.62451 -3.59564 -5.40634
C -19.86644 -3.11553 -6.88650
O -18.95666 -4.82371 -5.40740
H -19.18987 -1.56384 -4.75514
H -17.85466 -2.68718 -4.66223
H -19.08891 -2.79913 -3.42266
H -20.64429 -3.66891 -5.02848
H -20.41825 -2.17553 -6.88765
H -20.50616 -3.83514 -7.39741
H -18.94249 -3.09277 -7.46434
H -19.68203 -5.45198 -5.38084
C -20.09200 -10.71058 -1.74278
C -19.13380 -10.75593 -0.54968
C -17.63429 -10.92041 -0.89827
O -19.40645 -9.53898 0.10992
H -19.72730 -9.89105 -2.36202
H -21.10640 -10.51305 -1.39626
H -20.34868 -11.60318 -2.31329
H -19.57680 -11.57446 0.01764
H -17.49321 -10.15029 -1.65663
H -17.45065 -11.89750 -1.34512
H -16.97908 -10.65126 -0.06980
H -19.16620 -8.84076 -0.50357
C -13.17014 -5.70691 -1.83495
C -12.25556 -6.55811 -0.84405
C -11.86636 -5.96300 0.49268
O -13.01902 -7.69658 -0.56303
H -14.18445 -5.63659 -1.44212
H -13.13953 -6.20342 -2.80482
H -12.71817 -4.74583 -2.08025
H -11.36047 -6.80972 -1.41292
H -11.15998 -5.13736 0.40633
H -11.41295 -6.64565 1.21136
H -12.75018 -5.43609 0.85228
H -12.76527 -8.47994 -1.05655
C -17.49029 -9.90475 -6.16457
C -16.54753 -9.59837 -7.29895
C -15.95968 -8.18431 -7.26419
O -15.49122 -10.52674 -7.28096
H -18.51176 -9.53668 -6.26064
H -17.13154 -9.47251 -5.23045
H -17.65383 -10.97836 -6.07125
H -17.07542 -9.68973 -8.24821
H -15.00965 -8.22567 -7.79695
H -15.76581 -7.76619 -6.27642
H -16.60570 -7.35743 -7.55921
H -15.46028 -10.95090 -8.14162
C -18.65767 -5.52548 -2.22531
C -18.20096 -6.96955 -2.59311
C -16.69430 -6.94887 -3.20846
O -18.33159 -7.65971 -1.38716
H -19.65035 -5.53676 -1.77526
H -18.54290 -4.84010 -3.06506
H -17.97918 -5.11969 -1.47492
H -18.89772 -7.42799 -3.29488
H -16.02071 -6.50961 -2.47264
H -16.57647 -6.34760 -4.10995
H -16.37703 -7.93730 -3.54079
H -17.52215 -7.38270 -0.95164
C -23.73358 -4.94161 -5.68576
C -22.86421 -5.98226 -4.90925
C -23.50246 -7.32203 -4.67943
O -21.74721 -6.16168 -5.67503
H -24.54776 -4.55970 -5.06984
H -24.08279 -5.34639 -6.63565
H -23.14874 -4.04415 -5.88732
H -22.48766 -5.69145 -3.92857
H -22.82658 -7.89550 -4.04507
H -23.59683 -7.98893 -5.53642
H -24.49707 -7.32648 -4.23352
H -21.91823 -6.33443 -6.60374
C -12.50293 -2.88333 -6.19348
C -13.70787 -2.54912 -7.06575
C -15.12604 -3.09646 -6.68464
O -13.69795 -1.15094 -7.11185
H -11.69884 -2.17540 -6.39443
H -12.16500 -3.89291 -6.42724
H -12.87897 -2.85906 -5.17069
H -13.47057 -2.89150 -8.07300
H -15.02575 -3.80039 -5.85849
H -15.80308 -3.35971 -7.49730
H -15.72041 -2.37643 -6.12216
H -14.47667 -0.75254 -7.50742
C -21.37673 -8.04423 -8.29311
C -21.03444 -6.88767 -9.31289
C -21.68705 -7.06224 -10.62892
O -21.68681 -5.76570 -8.73918
H -20.71230 -8.02180 -7.42932
H -21.33626 -9.00337 -8.80937
H -22.32133 -7.99018 -7.75190
H -19.98770 -6.59359 -9.39008
H -22.77459 -7.00762 -10.67761
H -21.44311 -8.01679 -11.09522
H -21.32099 -6.34891 -11.36734
H -21.80426 -5.08730 -9.40819
```

Its total energy is -2755.547997 Ha. For the energy above the lowest of the compared OMol25 structures with the same formula, charge and spin, the calculation gives 497.64 kJ/mol. The HOMO-LUMO gap is 0.357 Eh. As for the net charge: 0. The max |F| comes out at 5.338 eV Å⁻¹.



Record 2
Formula: C39H111N15O12
Source: OMol25
Level of theory: wB97M-V/def2-TZVPD

```
177
Properties=species:S:1:pos:R:3
C 18.96462 16.04991 16.31516
O 18.38065 17.31996 16.71950
C 18.90091 17.84562 17.94775
C 18.39011 19.32584 18.08761
C 18.29131 19.59662 19.58572
N 17.12235 19.46724 17.44930
H 18.41679 15.69873 15.48445
H 18.69471 15.33259 17.15392
H 20.08717 16.08086 16.25575
H 18.53912 17.12723 18.66225
H 19.95069 17.77830 17.93979
H 19.15006 19.98504 17.64610
H 19.28267 19.33535 20.00747
H 17.52327 18.88452 20.05930
H 18.09268 20.67214 19.70954
H 16.35046 19.14825 18.07784
H 16.97054 18.74406 16.80661
C 17.82084 15.81331 8.68917
O 18.92770 16.31088 9.35760
C 19.86340 15.34749 9.76903
C 20.96262 16.19370 10.38502
C 22.29923 15.48003 10.47439
N 20.70524 16.65878 11.75259
H 17.30419 15.12027 9.34708
H 18.14925 15.19949 7.86271
H 17.14896 16.63393 8.40728
H 19.43098 14.75975 10.56862
H 20.17870 14.68552 8.94268
H 21.12988 17.00953 9.65208
H 22.43686 14.75949 9.67903
H 22.37685 14.94192 11.40143
H 23.16090 16.15480 10.43295
H 19.80056 17.06620 11.68033
H 20.74818 15.93218 12.49014
C 16.57246 17.15989 12.69330
O 17.14480 15.95854 13.15197
C 16.12259 14.98410 13.18826
C 16.57299 13.78462 14.00355
C 17.75725 13.06385 13.33583
N 15.45712 12.87912 14.20852
H 15.68401 17.53780 13.28143
H 16.35900 17.01344 11.62658
H 17.38109 17.84794 12.88534
H 15.19968 15.43275 13.49719
H 15.96222 14.66375 12.14627
H 17.03154 14.06652 14.98974
H 17.53885 12.91072 12.27765
H 17.84148 12.09199 13.79623
H 18.71008 13.63982 13.44490
H 14.81662 12.87113 13.43785
H 14.93737 13.12680 15.01460
C 15.30822 12.90022 19.31921
O 15.98765 13.75924 18.37610
C 15.94909 15.14045 18.78715
C 14.88954 15.88104 17.89439
C 15.34492 15.95289 16.43670
N 14.64930 17.17256 18.51456
H 14.43650 13.28948 19.84229
H 15.95549 12.64378 20.13806
H 14.99160 12.04801 18.75620
H 15.69680 15.12474 19.88990
H 16.93846 15.59150 18.60833
H 13.98420 15.23632 17.99341
H 14.52755 16.28107 15.81423
H 15.54548 14.98942 16.03490
H 16.25358 16.45272 16.26767
H 14.37212 17.93492 17.88215
H 15.64998 17.32322 18.83344
C 10.36016 11.05782 13.27592
O 11.15807 12.15148 12.72790
C 12.16576 11.75612 11.79716
C 12.70558 13.03698 11.18949
C 13.92614 12.65278 10.34272
N 13.07832 13.91458 12.25554
H 9.58036 10.78125 12.53357
H 9.89647 11.43568 14.20502
H 11.13141 10.30447 13.55993
H 12.87850 11.18340 12.45841
H 11.91388 11.14465 10.93541
H 11.90180 13.34410 10.50920
H 14.53705 11.98347 10.93005
H 14.46158 13.58452 10.16134
H 13.71588 12.22348 9.34433
H 12.27855 13.92244 12.89241
H 13.30216 14.85840 11.96765
C 19.55914 7.17442 8.36762
O 19.53476 8.46666 8.96907
C 19.22954 9.44520 8.02571
C 19.36956 10.89147 8.63030
C 18.29246 11.29483 9.66073
N 19.47657 11.87288 7.56485
H 20.14797 7.22262 7.40829
H 18.48999 6.87055 8.06808
H 19.97800 6.49968 9.13884
H 19.87067 9.44836 7.15309
H 18.17105 9.30440 7.62286
H 20.27491 10.84596 9.15195
H 18.43469 12.34404 9.91819
H 18.40201 10.61309 10.48583
H 17.32475 11.32163 9.20697
H 20.32811 11.82168 7.01963
H 18.65747 11.83969 6.98525
C 10.12318 16.61327 15.39110
O 10.78884 17.81194 15.10025
C 11.73038 18.17428 16.09883
C 12.34402 19.48235 15.70368
C 13.19317 19.39235 14.41082
N 13.21494 19.87813 16.84166
H 9.35284 16.42505 14.65040
H 9.71734 16.61430 16.41678
H 10.83187 15.76199 15.30257
H 11.12556 18.27982 17.03320
H 12.45823 17.34121 16.26568
H 11.54093 20.18425 15.50557
H 12.61014 19.32332 13.53298
H 13.83099 18.53100 14.49657
H 13.74325 20.30802 14.33624
H 13.83562 20.66540 16.69762
H 12.66159 20.07953 17.68995
C 11.88205 13.01269 16.01590
O 11.64482 12.30735 17.24633
C 10.64821 12.83042 18.07185
C 9.23799 12.21336 17.87337
C 9.30171 10.66426 17.82192
N 8.74303 12.71222 16.58050
H 10.96324 13.23678 15.48393
H 12.53163 12.47126 15.30359
H 12.32697 14.01747 16.28096
H 10.94092 12.75735 19.13605
H 10.54481 13.93135 17.86420
H 8.55853 12.56510 18.65848
H 9.46185 10.17141 18.77180
H 10.05669 10.28927 17.14260
H 8.36109 10.27947 17.42859
H 8.83531 13.71372 16.53138
H 7.71273 12.47687 16.50090
C 20.98309 13.98799 18.07284
O 20.58004 12.66736 18.07164
C 19.17535 12.56366 17.77041
C 18.91899 11.09339 17.67261
C 17.51122 10.65067 17.31650
N 19.38427 10.41689 18.93457
H 21.02878 14.37668 17.04933
H 21.90537 14.17596 18.54533
H 20.29972 14.63490 18.57524
H 18.64181 13.05130 18.60210
H 18.96123 13.00856 16.77668
H 19.44212 10.76104 16.75676
H 16.82335 10.79086 18.17793
H 17.61918 9.57936 17.02389
H 17.13801 11.19811 16.45466
H 20.39177 10.53637 19.10443
H 19.22470 9.41849 18.84780
N 22.39906 18.67246 13.37714
C 21.67043 17.95544 14.30306
N 20.43006 18.47900 14.40506
O 22.08110 17.05494 15.05811
H 23.32235 18.34553 13.15161
H 21.89384 18.81454 12.50911
H 19.80300 18.23012 15.12328
H 20.29802 19.39184 14.09133
N 14.38302 10.83225 16.63618
C 13.87858 9.82774 15.78768
N 14.19941 10.05704 14.48872
O 13.17968 8.90288 16.09554
H 13.73176 10.97326 17.36091
H 14.81404 11.64028 16.23471
H 14.89557 10.72424 14.23216
H 14.18765 9.24585 13.87758
N 23.02801 14.45755 14.02524
C 21.90528 13.73535 13.89858
N 21.80014 12.70164 14.74183
O 21.02289 14.03665 13.11820
H 23.73082 14.37151 14.75777
H 22.93152 15.43334 13.71872
H 20.86318 12.28188 14.71494
H 22.13418 12.74373 15.73866
```

The SMILES is COC[C@H](C)N.COC[C@H](C)N.COC[C@H](C)N.COC[C@H](C)N.COC[C@H](C)N.COC[C@H](C)N.COC[C@H](C)N.COC[C@H](C)N.COC[C@H](C)N.NC(N)=O.NC(N)=O.NC(N)=O. Its total energy is -3276.614867 Ha. For the energy above the lowest of the compared OMol25 structures with the same formula, charge and spin, the calculation gives 353.22 kJ/mol. The HOMO-LUMO gap is 0.339 Eh. As for the net charge: 0. The max |F| comes out at 3.699 eV Å⁻¹.



Q: The highest energy above the lowest of the compared OMol25 structures with the same formula, charge and spin belongs to which entry?
A: C39H110O16



Q: Which formula does entry 1 have?
A: C39H110O16



Q: What is the energy above the lowest of the compared OMol25 structures with the same formula, charge and spin in the first record?
A: 497.64 kJ/mol